# C4H10N

An isolated ion of composition C4H10N and charge +1 at a distorted geometry (wB97M-V/def2-TZVPD, the OMol25 dataset).

Element x y z (Å)
C 1.04 -1.75 0.84
N 0.60 -0.60 1.29
C -0.20 0.30 0.60
C -0.39 0.30 -0.92
C -0.97 1.52 -1.61
H 0.78 -2.47 -0.05
H 1.76 -2.36 1.38
H 0.95 -0.09 2.29
H -1.21 0.33 1.09
H 0.27 1.37 0.94
H 0.56 0.05 -1.52
H -1.00 -0.44 -1.34
H -0.75 1.52 -2.70
H -0.49 2.49 -1.26
H -2.01 1.69 -1.38

E_LUMO	-5.400	eV
charge	+1
F_max	5.98	eV/Å
SMILES	C=[NH+]CCC
Kohn-Sham gap	10.02	eV
DFT total energy	-5790.984	eV
HOMO	-15.42	eV